{"formula": "C42H45F5N4OP", "method": "ωB97M-V/def2-TZVPD", "elements": ["C", "C", "C", "C", "C", "C", "N", "P", "H", "N", "C", "C", "C", "C", "C", "C", "C", "C", "C", "C", "C", "C", "C", "C", "H", "H", "H", "H", "H", "H", "H", "H", "H", "H", "H", "H", "H", "H", "H", "H", "H", "H", "H", "H", "H", "H", "H", "H", "C", "N", "C", "O", "C", "C", "C", "C", "F", "C", "F", "C", "F", "C", "F", "C", "F", "N", "C", "C", "C", "C", "C", "C", "C", "C", "C", "C", "C", "C", "H", "H", "H", "H", "H", "H", "H", "H", "H", "H", "H", "H", "H", "H", "H", "H", "H", "H", "H", "H"], "positions_angstrom": [[5.6957, 3.4737, 15.4200], [4.5589, 3.7974, 14.5450], [4.6788, 4.7959, 13.5622], [3.6356, 5.1068, 12.6897], [3.8335, 6.2711, 11.7388], [2.3953, 4.4023, 12.7562], [1.2158, 4.8593, 12.0068], [0.4510, 4.2161, 10.6257], [-1.1340, 2.4383, 9.9940], [0.0542, 5.8420, 10.2966], [-0.2022, 6.4888, 9.0129], [-1.4874, 6.4257, 8.4444], [-2.5112, 5.5460, 9.1108], [-1.8287, 7.1901, 7.3281], [-0.9092, 8.0656, 6.7340], [-1.2747, 8.8271, 5.5186], [0.3559, 8.1918, 7.3463], [0.7137, 7.4186, 8.4615], [2.0603, 7.6729, 9.0896], [-0.0488, 6.6226, 11.4472], [0.6362, 6.0569, 12.4624], [2.2547, 3.4434, 13.7857], [0.8903, 2.8354, 14.0215], [3.3114, 3.1603, 14.6553], [5.4352, 2.6999, 16.1269], [6.5485, 3.1210, 14.8512], [6.0229, 4.3440, 15.9777], [5.6227, 5.3346, 13.4810], [2.9833, 6.9887, 11.7307], [4.7341, 6.8280, 12.0659], [4.0306, 5.9142, 10.7066], [-3.4649, 5.6206, 8.5680], [-2.1879, 4.4927, 9.1046], [-2.6989, 5.8215, 10.1644], [-2.8412, 7.1104, 6.9206], [-0.4541, 9.4526, 5.1902], [-1.5432, 8.1621, 4.6989], [-2.1434, 9.4577, 5.6990], [1.0719, 8.8936, 6.9231], [2.6658, 8.2749, 8.3951], [2.0045, 8.2557, 10.0294], [2.6177, 6.7423, 9.2797], [-0.5310, 7.5903, 11.3962], [0.8487, 6.4250, 13.4600], [0.9987, 2.0841, 14.8147], [0.1520, 3.5830, 14.3742], [0.4860, 2.3448, 13.1177], [3.1448, 2.4412, 15.4573], [-0.8121, -5.4005, 10.0042], [-0.3186, -4.0962, 10.3782], [0.8926, -3.9497, 10.9946], [1.6216, -4.8923, 11.3418], [1.1455, -2.4452, 11.1907], [2.3851, -1.9757, 10.4636], [3.6077, -2.6504, 10.9817], [4.3104, -3.5753, 10.2184], [3.8959, -3.8562, 8.9548], [5.4078, -4.2833, 10.7158], [6.0619, -5.1858, 9.9571], [5.8481, -4.0193, 12.0296], [6.9054, -4.6857, 12.5272], [5.1636, -3.0792, 12.8156], [5.5931, -2.8243, 14.0672], [4.0561, -2.4228, 12.2807], [3.3912, -1.5467, 13.0749], [-0.1023, -1.8732, 10.6879], [-0.2961, -0.5310, 10.7874], [-1.3431, 0.2175, 10.3106], [-1.5696, 1.6669, 10.6523], [-2.9019, 2.1456, 10.2190], [-3.5538, 3.2044, 10.8334], [-4.8102, 3.6372, 10.5046], [-5.5570, 2.9247, 9.5022], [-4.9346, 1.7881, 8.8845], [-3.6308, 1.4561, 9.1676], [-1.0426, -2.8495, 10.0959], [-1.2070, -2.6548, 8.5840], [-2.4254, -2.8783, 10.7774], [-0.0422, -6.1180, 10.2402], [-1.7090, -5.6629, 10.5532], [-1.0235, -5.4584, 8.9440], [1.2537, -2.2573, 12.2706], [2.2823, -2.1957, 9.3948], [2.4782, -0.8984, 10.6024], [0.5262, -0.0487, 11.3375], [-2.0279, -0.4465, 9.7321], [-1.1848, 1.8447, 11.8243], [-2.9941, 3.7510, 11.5960], [-5.2833, 4.4884, 10.9978], [-6.5639, 3.2204, 9.2629], [-5.5463, 1.1613, 8.1480], [-3.1955, 0.6010, 8.5595], [-0.2315, -2.7407, 8.0890], [-1.8738, -3.4330, 8.1943], [-1.6373, -1.6833, 8.3415], [-2.3234, -3.2785, 11.7948], [-2.8798, -1.8889, 10.8353], [-3.0952, -3.5344, 10.2051]], "mulliken_charge": [-1.5292, 0.5966, -1.1832, 1.3178, -1.1950, -0.7206, 1.1824, 0.0857, -0.6394, 1.0272, -0.9769, 1.3573, -1.0266, -1.1361, 0.6628, -1.5470, -1.2598, 1.1063, -1.0914, -0.4771, -0.7200, 1.3421, -0.8716, -1.3925, 0.3943, 0.3545, 0.3583, 0.4147, 0.1693, 0.3465, 0.2629, 0.3277, 0.0395, 0.3222, 0.4113, 0.3881, 0.3536, 0.3461, 0.3291, 0.4074, 0.3062, 0.0844, 0.5353, 0.5102, 0.4225, 0.3274, -0.2091, 0.3231, -1.0331, 0.2865, 0.2579, -0.7308, -0.1255, -0.8560, -0.0065, 0.3475, -0.3559, 0.2310, -0.2828, 0.6825, -0.2858, 0.0135, -0.2938, 0.2879, -0.3281, 0.4881, 0.0247, -0.6435, 1.5152, 0.1040, 0.1450, -0.6657, -0.5815, -0.5778, -0.5782, 0.0076, -1.3144, -1.5524, 0.3907, 0.3124, 0.3437, 0.3646, 0.4226, 0.5133, 0.3779, -0.6310, 0.1950, 0.3898, 0.4064, 0.4487, 0.2993, 0.3152, 0.3154, 0.5043, 0.2554, 0.3935, 0.3318, 0.4340], "total_energy_ha": -2762.09113, "e_homo_ev": -9.92, "max_force_ev_per_a": 3.722, "total_charge": 1, "homo_lumo_gap_ev": 5.31}